Record 1
20
Properties=species:S:1:pos:R:3:forces:R:3 method="wB97M-V/def2-TZVPD" largest_force_ev_per_a=4.36 smiles="C=C(C)C(N)=O.NNO" charge=0 e_lumo_ev=0.91 de_lowest_kcal_mol=144.6
C -1.8592 0.4233 -1.7908 0.42 -0.17 -0.62
C -1.1437 0.0342 -0.5183 0.36 2.43 1.05
C -1.9118 -0.2148 0.5539 1.28 -1.26 -0.06
H 0.1770 -1.2278 0.1442 3.25 -0.26 2.90
H -2.9324 0.5903 -1.6523 0.19 -0.17 0.34
H -1.4597 1.3503 -2.2087 0.16 -0.15 -0.01
H -1.7676 -0.3598 -2.5501 0.18 0.16 -0.03
H -1.4324 -0.5183 1.4802 -0.17 0.35 0.27
H -2.9826 -0.3928 0.4914 0.12 0.20 -0.11
N 1.2084 -1.1221 0.6515 -1.10 -0.36 -2.44
C 0.5018 0.6033 -0.4234 -2.34 -0.37 -2.16
N 1.5975 -0.6672 1.9235 -1.42 -0.45 0.57
N 0.6194 1.7471 0.3257 -0.11 -0.12 0.47
O 2.2757 -1.6681 -0.1230 -1.15 0.29 0.56
O 1.1740 0.4163 -1.4329 0.22 0.20 -0.08
H 2.2554 -1.0951 -0.9232 0.00 0.21 0.18
H 2.6108 -0.6025 2.0214 -0.35 -0.06 -0.69
H 1.2552 -1.3337 2.6141 0.45 -0.04 0.02
H 0.3873 1.7238 1.3078 -0.18 -0.14 -0.12
H 1.4269 2.3136 0.1092 0.17 -0.30 -0.02


Record 2
23
Properties=species:S:1:pos:R:3:forces:R:3 method="wB97M-V/def2-TZVPD" largest_force_ev_per_a=4.68 smiles=Cc1ccccc1.CC charge=0 e_lumo_ev=0.99 de_lowest_kcal_mol=50.8
C -1.3307 -3.7858 1.7980 1.32 1.60 -0.49
C -1.0609 -2.2514 1.4582 -3.15 -2.99 -1.66
H -2.3204 -3.7836 2.2526 -0.05 -0.78 -0.33
H -1.1906 -4.2883 0.7996 -0.66 -0.14 1.37
H -0.5903 -4.1575 2.5477 -0.54 0.12 -0.73
H -0.9143 -1.6922 2.3396 0.06 1.25 0.34
H -1.8874 -2.0182 0.6882 -0.14 0.52 2.22
H -0.4269 -2.1980 0.6466 3.14 0.29 -0.50
C -0.3694 2.7061 0.8572 -3.66 -1.06 2.71
C 1.1181 -0.1598 -1.7000 -0.09 1.16 1.39
C 1.9449 0.9418 -1.4086 -3.24 -0.09 1.47
C -0.1676 -0.4046 -1.1786 -0.25 0.32 -0.29
C 1.3797 1.8665 -0.4912 2.27 -1.59 -1.45
C -0.7463 0.6325 -0.4885 -0.98 -0.27 0.64
C 0.1019 1.6619 -0.0593 -0.67 1.43 0.28
H 1.5627 -0.8585 -2.2721 1.24 -2.59 -1.96
H 2.9336 1.0486 -1.7663 0.75 -0.08 -0.49
H -0.8051 -1.3296 -1.2038 1.24 0.83 -0.95
H 2.0552 2.6354 -0.1032 -0.72 0.02 0.01
H -1.8694 0.5336 -0.2571 2.03 0.53 0.21
H -1.0353 3.4273 0.4082 -0.15 0.31 -0.35
H 0.2874 3.2184 1.5012 1.64 0.64 0.02
H -1.0181 2.2195 1.6954 0.60 0.57 -1.46


Record 3
133
Properties=species:S:1:pos:R:3:forces:R:3 method="wB97M-V/def2-TZVPD" largest_force_ev_per_a=0.82 multiplicity=2 charge=+1 e_lumo_ev="-3.54 / -3.56" de_lowest_kcal_mol=8.9
In 0.5655 -0.9103 -0.4274 0.57 -0.54 -0.26
C 2.5018 0.7405 6.9473 0.01 -0.01 0.02
C 3.1785 -0.3222 6.3637 0.00 -0.02 -0.01
C 2.9231 -0.6726 5.0464 0.00 0.01 0.01
C 1.9837 0.0342 4.2963 0.04 -0.02 0.01
C 1.3195 1.1048 4.8872 -0.03 0.02 -0.03
C 1.5739 1.4561 6.2044 0.00 0.00 0.01
C 1.7334 -0.3157 2.8697 -0.03 0.04 0.00
C 2.0460 0.6433 1.9092 0.09 -0.09 -0.01
C 2.8160 1.8288 2.1814 0.02 -0.02 0.00
C 3.1446 2.3753 0.9919 0.00 0.01 -0.03
C 2.5535 1.5575 -0.0379 0.04 -0.04 0.03
C 2.7226 1.7685 -1.4058 0.06 -0.01 -0.02
C 3.4363 3.0093 -1.8281 -0.04 0.00 0.01
C 2.9291 4.2668 -1.5050 0.06 -0.02 0.08
C 3.5839 5.4220 -1.9066 0.01 0.00 0.01
C 4.7608 5.3329 -2.6366 0.00 0.02 0.00
C 5.2784 4.0860 -2.9586 0.01 -0.03 -0.01
C 4.6200 2.9322 -2.5587 0.01 0.00 0.00
C 2.2443 0.9253 -2.4175 -0.09 0.10 -0.01
N 1.6342 -0.2830 -2.2517 -0.18 0.12 0.02
C 1.2327 -0.7028 -3.5019 0.04 -0.07 0.03
C 0.6839 -1.9445 -3.8022 -0.04 0.01 0.01
C 0.3628 -2.2723 -5.2190 0.02 0.00 -0.01
C 1.3609 -2.3057 -6.1910 0.01 -0.03 0.00
C 1.0560 -2.6422 -7.5014 0.01 0.01 -0.01
C -0.2508 -2.9478 -7.8560 0.01 -0.01 -0.01
C -1.2500 -2.9224 -6.8935 -0.01 0.01 -0.01
C -0.9442 -2.5919 -5.5813 -0.02 -0.01 0.02
C 0.5079 -2.9670 -2.8535 0.09 0.06 0.00
C 0.3416 -4.3553 -3.1729 -0.02 -0.03 0.02
C 0.4118 -5.0400 -2.0032 0.00 -0.01 -0.03
C 0.5883 -4.0722 -0.9557 -0.08 0.01 0.04
N 0.6368 -2.8159 -1.5075 0.00 -0.11 0.07
C 0.6761 -4.3838 0.4066 0.02 -0.02 -0.07
C 0.9065 -3.4734 1.4435 -0.04 0.05 0.07
C 0.8523 -3.8069 2.8413 0.00 -0.01 -0.02
C 1.1031 -2.6681 3.5347 -0.03 0.01 0.03
C 1.3367 -1.6305 2.5673 -0.02 0.02 0.00
N 1.1859 -2.1368 1.3091 0.02 -0.07 0.04
C 0.5260 -5.8202 0.7901 -0.03 0.01 0.01
C 1.6143 -6.5222 1.3019 0.00 0.02 0.00
C 1.4839 -7.8549 1.6641 0.02 0.01 0.00
C 0.2629 -8.4990 1.5235 -0.01 -0.03 0.00
C -0.8273 -7.8076 1.0147 0.00 0.00 -0.01
C -0.6937 -6.4765 0.6470 -0.02 0.00 0.01
C 1.5771 0.3019 -4.4734 0.00 0.04 -0.01
C 2.2279 1.2866 -3.8133 0.00 -0.01 -0.02
N 1.8815 0.5156 0.5481 -0.24 0.16 0.08
H 2.7036 1.0115 7.9755 0.00 0.00 -0.01
H 3.9159 -0.8756 6.9311 -0.02 0.02 0.00
H 3.4693 -1.4890 4.5883 -0.01 0.02 0.01
H 0.6031 1.6674 4.3019 0.01 0.01 0.00
H 1.0474 2.2922 6.6488 0.01 -0.01 -0.01
H 3.1204 2.1592 3.1609 -0.01 -0.02 -0.01
H 3.7722 3.2332 0.8174 -0.01 -0.01 -0.01
H 2.0130 4.3392 -0.9275 0.04 0.01 -0.01
H 3.1744 6.3914 -1.6501 0.01 -0.02 -0.01
H 5.2756 6.2322 -2.9498 -0.01 -0.02 0.01
H 6.2016 4.0094 -3.5189 -0.02 0.01 0.01
H 5.0287 1.9593 -2.8061 -0.01 0.02 0.01
H 2.3850 -2.0874 -5.9111 -0.02 0.00 0.00
H 1.8426 -2.6742 -8.2447 -0.02 0.00 0.01
H -0.4875 -3.2105 -8.8790 0.00 0.00 0.02
H -2.2706 -3.1632 -7.1638 0.02 0.01 0.01
H -1.7228 -2.5744 -4.8281 0.01 0.00 -0.01
H 0.2405 -4.7547 -4.1688 0.01 0.00 0.02
H 0.3832 -6.1079 -1.8613 -0.01 0.02 -0.01
H 0.6488 -4.7874 3.2400 0.00 0.01 -0.01
H 1.1315 -2.5451 4.6055 0.02 0.00 -0.05
H 2.5679 -6.0186 1.4089 -0.01 -0.01 0.00
H 2.3394 -8.3910 2.0548 -0.02 0.01 -0.01
H 0.1618 -9.5387 1.8072 0.00 0.02 0.00
H -1.7828 -8.3046 0.9028 0.02 0.01 0.00
H -1.5492 -5.9437 0.2466 0.01 0.00 0.00
H 1.3608 0.2513 -5.5276 0.01 -0.02 0.02
H 2.6480 2.1893 -4.2275 -0.03 -0.03 0.02
C -0.0839 4.7568 -3.1025 0.01 0.04 -0.05
C -0.7317 3.4059 -3.0022 0.02 0.00 0.01
C -1.7306 2.9918 -3.8703 0.00 0.01 -0.03
C -2.2925 1.7365 -3.7220 0.00 0.02 -0.02
C -1.8143 0.9366 -2.7011 0.04 0.02 0.02
Br -2.5446 -0.7811 -2.4500 0.03 -0.10 0.04
N -0.8562 1.2850 -1.8543 -0.14 -0.01 -0.12
C -0.3422 2.5068 -2.0185 -0.05 0.01 0.13
H -0.4797 5.3199 -3.9469 -0.02 -0.02 0.01
H 0.9960 4.6642 -3.2329 -0.07 0.01 -0.01
H -0.2566 5.3460 -2.1983 0.01 -0.02 0.00
H -2.0756 3.6511 -4.6583 0.00 -0.02 0.01
H -3.0790 1.3826 -4.3727 0.01 0.00 0.02
H 0.4323 2.7845 -1.3174 -0.01 0.00 0.01
C -4.5065 1.3248 4.0882 -0.08 -0.02 0.07
Ge -3.1109 0.1381 3.3934 -0.07 -0.03 0.02
C -1.9207 -0.4581 4.8212 0.04 -0.03 0.04
C -4.0093 -1.4692 2.6818 0.00 -0.08 0.00
Ge -1.9298 1.3843 1.6586 0.01 0.13 0.07
C -0.9871 2.9214 2.4092 0.07 0.06 0.03
C -0.0625 3.6655 1.6761 0.01 -0.04 0.02
C 0.5819 4.7609 2.2319 0.01 0.03 0.01
C 0.3099 5.1384 3.5391 0.01 0.02 0.00
C -0.6042 4.4101 4.2873 -0.01 -0.03 -0.01
C -1.2379 3.3087 3.7276 -0.06 0.02 0.07
C -3.2379 2.0201 0.3602 0.02 0.05 -0.07
C -4.3539 1.2443 0.0427 -0.01 -0.09 -0.04
C -5.2952 1.6837 -0.8788 0.00 0.00 0.00
C -5.1343 2.9136 -1.4996 0.02 0.01 0.00
C -4.0313 3.7018 -1.1910 -0.03 -0.01 -0.02
C -3.0930 3.2571 -0.2736 0.01 0.08 0.03
H -5.1568 0.7410 4.7440 0.00 0.05 -0.01
H -5.1085 1.7324 3.2753 0.02 -0.02 0.00
H -4.0949 2.1554 4.6616 -0.01 -0.04 -0.03
H -2.4858 -1.1061 5.4950 0.02 0.02 0.00
H -1.5167 0.3726 5.3997 -0.01 0.00 -0.03
H -1.0825 -1.0293 4.4172 -0.02 0.02 0.01
H -5.0539 -1.4479 2.9967 0.02 -0.03 0.00
H -3.5455 -2.3589 3.1145 -0.01 -0.01 -0.03
H -4.0010 -1.5673 1.5958 -0.02 0.07 0.06
H 0.1802 3.3752 0.6618 -0.01 -0.03 -0.05
H 1.3052 5.3183 1.6479 -0.01 -0.02 0.00
H 0.8103 5.9939 3.9750 -0.01 -0.01 -0.02
H -0.8256 4.6987 5.3076 0.01 -0.01 -0.02
H -1.9368 2.7482 4.3403 0.01 0.02 -0.05
H -4.5061 0.2783 0.5168 0.02 0.07 -0.01
H -6.1556 1.0672 -1.1074 0.01 0.01 0.00
H -5.8692 3.2620 -2.2145 0.01 0.00 0.01
H -3.9082 4.6702 -1.6618 0.00 -0.02 0.00
H -2.2489 3.8965 -0.0355 -0.01 -0.04 0.02
N -2.2758 -2.8461 -0.1928 0.09 -0.01 -0.05
N -1.5314 -1.8029 0.4427 -0.17 0.42 -0.27
H -3.0287 -3.1384 0.4200 -0.02 -0.07 0.07
H -1.6519 -3.6288 -0.3357 0.07 -0.05 -0.06
H -1.3205 -2.0275 1.4127 0.07 0.05 0.12
H -2.1320 -0.9830 0.4414 -0.06 0.05 0.03


Record 4
10
Properties=species:S:1:pos:R:3:forces:R:3 method="wB97M-V/def2-TZVPD" largest_force_ev_per_a=13.80 charge=0 e_lumo_ev=-0.93 de_lowest_kcal_mol=107.6
K -1.3655 -2.0018 -0.6549 -5.81 -11.98 -3.62
N -0.6267 -0.4288 -0.1809 6.29 12.02 -0.23
S -0.1241 -0.0591 1.1960 0.65 3.45 8.81
O -0.7604 1.1026 1.8821 1.09 -3.52 -2.12
O 1.2942 -0.2079 1.3728 -0.46 0.21 -0.59
F -0.6376 -1.3761 2.0114 -0.71 0.26 -0.79
S 0.4722 0.5688 -1.0337 1.04 1.56 -3.89
O 1.6772 -0.0929 -1.5077 -1.89 0.60 1.63
O 0.4525 1.9698 -0.6654 0.04 -2.43 -0.21
F -0.3817 0.5253 -2.4198 -0.24 -0.15 1.01


Record 5
55
Properties=species:S:1:pos:R:3:forces:R:3 method="wB97M-V/def2-TZVPD" largest_force_ev_per_a=0.47 charge=-1 e_lumo_ev=1.76
C 2.9641 -2.5737 -4.4615 0.16 -0.01 0.22
C 2.7244 -1.1137 -4.7562 -0.10 0.16 -0.24
N 3.4698 -0.1664 -4.3074 0.07 -0.13 -0.01
C 1.5283 -0.8419 -5.5512 -0.09 0.05 0.03
In -0.2224 -0.8672 -4.1198 0.28 0.24 0.27
S -1.8866 -2.5310 -5.0086 -0.38 0.08 -0.26
H 3.9346 -2.7183 -3.9850 0.03 -0.06 0.02
H 2.1892 -2.9451 -3.7895 -0.06 -0.03 0.03
H 2.9172 -3.1701 -5.3722 0.01 -0.01 -0.07
H 4.2127 -0.5666 -3.7351 0.00 0.01 0.03
H 1.5536 0.1482 -6.0008 0.00 0.04 0.00
H 1.3404 -1.6118 -6.2978 -0.06 -0.04 -0.02
H -0.9312 0.7495 -4.0629 -0.19 -0.08 -0.14
H 0.3329 -1.3977 -2.5553 0.02 -0.17 -0.03
H -1.2367 -3.6358 -4.6455 0.24 -0.08 0.17
C -2.8238 2.0647 -0.8553 -0.05 -0.03 -0.04
S -1.0406 2.2756 -0.8078 0.04 0.03 -0.09
O -0.4586 0.9409 -0.5616 0.09 -0.07 0.17
C -1.0008 3.1310 0.7806 -0.09 0.11 0.12
H -3.0381 1.5047 -1.7638 0.00 -0.01 -0.01
H -3.1399 1.5014 0.0228 0.02 0.00 0.01
H -3.3069 3.0418 -0.8925 0.00 -0.01 -0.01
H -1.4964 2.5218 1.5388 0.00 -0.04 -0.04
H -1.4890 4.1033 0.6951 0.01 0.00 -0.01
H 0.0507 3.2695 1.0296 0.01 -0.01 -0.01
C -0.9316 2.2491 4.5984 0.17 0.02 0.01
S -2.4896 1.4169 4.8958 -0.01 0.00 -0.01
O -3.2090 1.3832 3.5977 -0.06 0.02 -0.08
C -3.2235 2.7522 5.8495 -0.01 0.02 0.07
H -0.3280 1.5998 3.9655 -0.04 -0.03 -0.01
H -1.1219 3.1957 4.0922 -0.03 0.00 0.01
H -0.4251 2.4273 5.5471 -0.01 0.01 0.00
H -3.2379 3.6563 5.2418 0.00 -0.01 -0.02
H -2.6460 2.9079 6.7606 -0.01 0.01 0.00
H -4.2390 2.4501 6.0967 -0.01 0.00 0.00
C 2.2013 4.2911 3.7795 0.00 -0.01 -0.04
S 2.0859 4.0628 5.5555 0.03 -0.05 -0.03
O 0.8799 4.8074 6.0072 -0.06 0.03 0.04
C 3.5037 5.0809 5.9761 0.05 0.01 0.01
H 1.3586 3.7694 3.3301 0.00 0.00 0.00
H 2.1468 5.3552 3.5516 -0.01 0.00 0.01
H 3.1328 3.8576 3.4165 0.00 0.00 -0.01
H 3.3465 6.0871 5.5888 -0.01 0.00 0.00
H 4.4052 4.6356 5.5560 0.01 0.01 0.01
H 3.5739 5.1048 7.0613 0.00 0.00 0.01
C -0.4296 -8.0708 -2.2157 -0.02 -0.06 0.00
S -0.1068 -6.9321 -3.5741 -0.02 -0.03 -0.04
O 0.3588 -5.6717 -2.9561 0.07 0.04 0.03
C -1.8295 -6.7038 -4.0292 -0.06 0.00 -0.05
H 0.5287 -8.2998 -1.7545 0.01 0.00 0.00
H -1.0834 -7.5830 -1.4930 0.01 0.02 -0.01
H -0.8839 -8.9837 -2.6020 0.00 -0.01 0.01
H -2.3848 -6.3210 -3.1734 0.03 0.02 0.01
H -2.2321 -7.6595 -4.3676 -0.02 0.01 0.00
H -1.8674 -5.9777 -4.8392 0.03 0.02 0.01


Record 6
22
Properties=species:S:1:pos:R:3:forces:R:3 method="wB97M-V/def2-TZVPD" largest_force_ev_per_a=0.36 smiles="C=C(O)C(C)C.C=C" charge=0 e_lumo_ev=0.94 de_lowest_kcal_mol=35.5
C -1.6274 0.0391 0.1014 0.20 -0.27 -0.12
C -2.5528 -0.6232 -0.9191 0.11 0.17 0.12
C -1.2094 -0.9614 1.1811 -0.06 0.16 -0.05
C -0.3950 0.5768 -0.5809 -0.18 0.20 0.10
C -0.0052 1.8427 -0.5171 0.14 0.11 -0.09
H -2.1494 0.8773 0.5720 0.13 0.00 -0.08
H -0.5694 -0.4793 1.9183 0.05 -0.02 0.08
H -2.0860 -1.3603 1.6870 -0.06 -0.07 0.06
H -3.4401 -1.0133 -0.4293 -0.14 -0.07 0.06
H -2.0350 -1.4418 -1.4096 0.01 -0.12 -0.09
H -2.8588 0.0961 -1.6734 -0.08 0.04 -0.15
H -0.6611 -1.7833 0.7264 0.04 -0.11 0.02
H -0.5693 2.5755 0.0255 -0.22 0.10 0.17
C 2.8137 -0.6592 0.5962 0.00 -0.21 0.00
C 3.1405 0.6098 0.4677 0.11 0.24 0.02
O 0.2940 -0.3815 -1.2632 -0.20 -0.15 0.00
H 1.1104 -0.0020 -1.6069 0.00 0.02 0.09
H 2.2170 -1.0119 1.4203 -0.15 -0.03 0.17
H 3.1229 -1.4067 -0.1160 0.09 -0.11 -0.15
H 2.8296 1.3534 1.1829 -0.10 0.10 0.13
H 3.7399 0.9669 -0.3546 0.13 0.01 -0.17
H 0.8910 2.1864 -1.0086 0.17 0.02 -0.11


What did the first record say?
20
Properties=species:S:1:pos:R:3:forces:R:3 method="wB97M-V/def2-TZVPD" largest_force_ev_per_a=4.36 smiles="C=C(C)C(N)=O.NNO" charge=0 e_lumo_ev=0.91 de_lowest_kcal_mol=144.6
C -1.8592 0.4233 -1.7908 0.42 -0.17 -0.62
C -1.1437 0.0342 -0.5183 0.36 2.43 1.05
C -1.9118 -0.2148 0.5539 1.28 -1.26 -0.06
H 0.1770 -1.2278 0.1442 3.25 -0.26 2.90
H -2.9324 0.5903 -1.6523 0.19 -0.17 0.34
H -1.4597 1.3503 -2.2087 0.16 -0.15 -0.01
H -1.7676 -0.3598 -2.5501 0.18 0.16 -0.03
H -1.4324 -0.5183 1.4802 -0.17 0.35 0.27
H -2.9826 -0.3928 0.4914 0.12 0.20 -0.11
N 1.2084 -1.1221 0.6515 -1.10 -0.36 -2.44
C 0.5018 0.6033 -0.4234 -2.34 -0.37 -2.16
N 1.5975 -0.6672 1.9235 -1.42 -0.45 0.57
N 0.6194 1.7471 0.3257 -0.11 -0.12 0.47
O 2.2757 -1.6681 -0.1230 -1.15 0.29 0.56
O 1.1740 0.4163 -1.4329 0.22 0.20 -0.08
H 2.2554 -1.0951 -0.9232 0.00 0.21 0.18
H 2.6108 -0.6025 2.0214 -0.35 -0.06 -0.69
H 1.2552 -1.3337 2.6141 0.45 -0.04 0.02
H 0.3873 1.7238 1.3078 -0.18 -0.14 -0.12
H 1.4269 2.3136 0.1092 0.17 -0.30 -0.02